No. 1
C4H5ClF2 in the gas phase, computed with ωB97M-V/def2-TZVPD.

Geometry as XYZ:
```
12
Properties=species:S:1:pos:R:3:nbo_charge:R:1
F 1.74227 -2.39043 -1.69381 -0.34
C 0.09930 -0.13191 0.47864 0.38
H 0.28573 1.21334 2.04231 0.23
F -0.82655 -0.87998 1.11013 -0.32
H 0.08980 -2.57909 -0.52630 0.18
C 0.60569 -1.85179 -1.23547 0.02
C 0.21575 1.24493 0.94634 -0.42
H 1.49521 0.09441 -1.15144 0.23
H -0.19286 -1.66356 -1.98850 0.17
C 0.79499 -0.53708 -0.62143 -0.29
Cl -1.25190 2.25074 0.52479 -0.08
H 1.06855 1.76107 0.54706 0.24
```

Summary:
E_HOMO = -0.362 Eh
Multiplicity = 1
SMILES = FC/C=C(\F)CCl
Energy relative to the best compared isomer or geometry (same formula, charge and spin) = 12.0 kcal/mol


No. 2
2 unconnected molecules or ions with the total composition C20H38N3OPS, computed with ωB97M-V/def2-TZVPD.

Geometry as XYZ:
```
64
Properties=species:S:1:pos:R:3:nbo_charge:R:1
N 1.37368 -4.25657 -3.70334 -0.24
H 0.20501 -2.52172 0.71983 0.01
S -1.48241 -1.02297 -0.85674 -0.51
H -4.12155 -0.04055 0.10509 0.21
C -3.01418 4.58570 1.44517 -0.42
H 6.79558 -0.69594 -0.80546 0.22
H -3.66148 0.52396 2.63355 0.20
H -2.87960 4.91487 0.40971 0.21
H 5.97335 -1.60847 0.42200 0.21
C 2.12719 -1.06549 -1.06456 -0.46
C -4.49875 4.34797 1.72304 0.10
C -5.29729 5.59912 1.36563 -0.60
C 6.41694 -2.66927 -1.47182 -0.40
C 1.81621 -2.19646 -1.96837 0.15
H 4.59674 -0.87015 -2.19655 0.18
H -2.51498 2.39196 -0.20632 0.21
C 5.73064 -4.01112 -1.11574 -0.41
C -4.68810 4.19217 3.24648 -0.63
H 3.54804 -2.22757 0.07922 0.21
H -6.36328 5.44239 1.53719 0.22
C -4.21545 1.90556 1.02381 0.09
H -1.13641 3.53351 1.38367 0.21
P -0.51580 -2.66925 -0.47813 0.82
H -5.15415 5.90245 0.33016 0.23
H -2.13992 3.06651 2.73537 0.20
C 3.47505 -1.21486 -0.31541 -0.40
H -0.34360 -4.63190 -2.66631 0.25
C 0.53290 -3.99807 -2.72842 0.11
N -5.01969 3.16156 0.97205 0.01
H 5.61026 -5.27404 0.61001 0.22
H 2.18428 -0.14632 -1.65459 0.26
C -2.71531 2.17184 0.84825 -0.41
H -4.49408 5.14263 3.74314 0.22
H -5.69893 0.72896 -0.05405 0.22
H -4.75339 1.77899 3.18369 0.22
H 1.19975 -5.01473 -4.35243 0.45
H -2.15360 1.26349 1.07622 0.21
H -1.41965 -3.73975 -0.36368 0.03
H 3.41421 -0.55353 0.54540 0.24
H -4.00202 3.48099 3.70232 0.20
N 2.46107 -3.53103 -3.90494 -0.11
C 6.01504 -1.44036 -0.65205 -0.40
C 0.69087 -2.99354 -1.80718 -0.36
H 1.29860 -0.92351 -0.38131 0.24
H 4.32583 -4.12631 0.55510 0.19
C -4.51061 1.14341 2.33893 -0.62
C 5.39171 -4.23513 0.36738 -0.62
H 3.49780 -1.93779 -3.24801 0.24
H -5.37601 0.49055 2.21937 0.22
C -2.17021 3.33326 1.67528 -0.40
H -2.65068 5.39809 2.07735 0.22
C 2.62717 -2.54916 -3.06765 0.02
H -5.71006 3.89635 3.48785 0.22
H 7.49799 -2.77617 -1.41169 0.22
H 4.82402 0.29150 -0.92869 0.22
H -4.97725 6.43110 1.99189 0.21
H 5.99024 -3.64079 1.04861 0.22
O -5.19188 3.49643 -0.26996 -0.37
C -4.62401 0.91278 -0.06311 -0.60
H 4.87210 -4.16689 -1.77116 0.18
H 6.21219 -2.45622 -2.52293 0.19
C 4.70604 -0.77508 -1.11834 -0.40
H 6.43247 -4.79652 -1.39116 0.22
H -4.34871 1.24913 -1.06263 0.22
```

Summary:
Total charge = +1
E_HOMO (spin up / spin down) = -0.364 / -0.395 Eh
Multiplicity = 2
⟨S²⟩ = 0.754


No. 3
6 unconnected molecules or ions with the total composition CH13O5S, computed with ωB97M-V/def2-TZVPD.

Geometry as XYZ:
```
20
Properties=species:S:1:pos:R:3:nbo_charge:R:1
H -1.42070 0.52299 -0.00652 0.51
H 0.37483 -2.76485 -2.44941 0.18
H -1.34602 0.77655 3.94866 0.46
O 3.93370 -1.96472 -1.55737 -0.99
H -1.66890 1.72548 2.89540 0.48
H -1.35770 1.96078 -0.37821 0.47
H -3.28426 1.96244 0.83967 0.50
O -2.00347 1.24760 -0.30784 -0.99
H 3.16542 -0.05023 0.42844 0.46
H -4.10358 3.23462 1.08947 0.45
O 3.00645 0.41370 -0.40284 -1.00
C -0.16514 -1.83897 -2.21181 -0.73
H 0.16276 -1.12307 -2.96322 0.19
O -1.63338 1.69467 3.86193 -0.94
H 3.68608 -1.09524 -1.18950 0.49
S 0.33670 -1.25904 -0.55215 -0.72
H 3.06918 -2.30347 -1.81844 0.47
O -3.79982 2.43481 1.52982 -0.98
H -1.22234 -2.07404 -2.29065 0.19
H 2.06703 0.14376 -0.57258 0.50
```

Summary:
Total charge = -1
E_HOMO = -0.137 Eh
Multiplicity = 1
Energy relative to the best compared isomer or geometry (same formula, charge and spin) = 16.2 kcal/mol


No. 4
2 unconnected molecules or ions with the total composition C14H19N2O3, computed with ωB97M-V/def2-TZVPD.

Geometry as XYZ:
```
38
Properties=species:S:1:pos:R:3:nbo_charge:R:1
C 1.28239 -2.26002 -2.37621 -0.26
C 1.64218 -5.07857 -2.08869 -0.22
N -3.52360 3.11437 1.12183 -0.44
H 2.86864 0.23114 1.24045 0.21
C -2.10484 1.35449 1.84987 -0.29
H -0.48417 -0.06376 1.10674 0.28
O -0.34962 3.02184 -0.16527 -0.57
C -3.70825 2.00629 0.10913 -0.29
H 2.72187 3.84808 0.99664 0.24
H -2.35995 3.63600 3.03348 0.30
H 0.00786 0.93627 2.64658 0.27
C 2.35184 -4.27230 -1.29331 -0.23
H -2.31952 0.81077 2.89078 0.27
H 1.99541 2.70686 2.43254 0.18
H 3.01146 0.44639 -0.62647 0.25
H 1.72426 -6.15772 -2.03853 0.24
H -2.91801 -0.26324 0.20969 0.27
C 2.23252 0.50425 0.27506 -0.45
C 2.52775 2.73858 1.39049 -0.44
H 3.62022 2.26980 1.49948 0.23
H -4.63772 1.99643 -0.60077 0.27
C 0.57273 -3.06629 -3.17159 -0.20
N 1.77471 1.94365 0.34721 -0.51
C 0.24961 2.03796 0.56230 0.70
H -4.23949 0.36008 1.50477 0.24
C -0.52216 1.02645 1.59275 -0.53
O 2.87233 -2.06669 -0.64790 -0.51
H 1.39629 -0.27457 0.02442 0.21
H 1.20031 -1.18087 -2.42638 0.23
C 0.70071 -4.53472 -3.08723 0.46
H -2.80955 2.16998 -0.63652 0.26
H -4.11662 3.95940 0.93727 0.46
O 0.05224 -5.27190 -3.81700 -0.46
C -3.25231 0.63180 0.89077 -0.41
H 3.04724 -4.65480 -0.55617 0.24
C -2.60795 2.88222 2.15618 0.28
H -0.12267 -2.68379 -3.90873 0.24
C 2.22386 -2.80386 -1.37768 0.48
```

Summary:
Total charge = +1
E_HOMO = -0.436 Eh
Multiplicity = 1
Energy relative to the best compared isomer or geometry (same formula, charge and spin) = 145.8 kcal/mol


No. 5
A molecular structure, C2H4N4O, computed with ωB97M-V/def2-TZVPD.

Geometry as XYZ:
```
11
Properties=species:S:1:pos:R:3:nbo_charge:R:1
N 0.20563 -0.67037 0.13584 -0.05
C -1.19768 1.01062 0.02181 -0.21
N 1.30706 -1.29153 0.28631 -0.59
O 1.06116 1.10682 -1.24339 -0.62
H 0.43047 1.72264 -1.74704 0.51
N -0.90610 -1.11535 0.66044 -0.14
H 1.10927 -2.40353 0.32847 0.38
H 1.36358 -1.01837 1.41920 0.36
H -1.66498 2.26026 0.13974 0.24
N -1.85189 -0.12035 0.50799 -0.26
C 0.14350 0.51917 -0.50938 0.39
```

Summary:
E_HOMO = -0.323 Eh
Multiplicity = 1
Energy relative to the best compared isomer or geometry (same formula, charge and spin) = 135.8 kcal/mol


No. 6
A molecular structure, C12H13N3OS2, computed with ωB97M-V/def2-TZVPD.

Geometry as XYZ:
```
31
Properties=species:S:1:pos:R:3:nbo_charge:R:1
H -0.16590 2.64714 4.24874 0.23
C -1.78798 -1.54848 -4.87751 -0.29
N -2.95064 0.09797 1.82498 -0.61
C 0.50214 1.12694 1.26526 -0.21
S -3.77187 0.63482 3.07987 0.99
H 3.39720 0.41280 2.58806 0.16
C -0.62573 -3.12470 -5.98292 -0.08
H -0.22260 -3.84994 -6.66833 0.21
H 2.65174 2.52471 1.82505 0.17
N -2.65155 1.46691 3.85773 -0.64
H 0.14042 -1.29870 -0.27195 0.13
C 3.03942 0.59504 3.60611 -0.26
H 2.17547 -0.04886 3.79324 0.17
C -0.73305 -1.92992 -4.09390 -0.08
H 3.82276 0.33514 4.31407 0.20
H -2.52695 -0.80898 -4.61923 0.22
H -2.39666 -2.25792 -6.91409 0.22
H 1.32457 1.05296 0.56585 0.22
C 0.68814 1.90345 2.45270 -0.04
C -1.55376 1.43109 3.09147 0.17
C -1.73111 0.63611 1.91235 0.05
C -1.71959 -2.30731 -6.07812 -0.31
N -0.03237 -2.88970 -4.77257 -0.51
O 2.72475 1.95714 3.80703 -0.53
H -0.42717 -1.59965 -3.11620 0.21
H 1.87716 3.58180 3.01160 0.20
C -0.66228 0.48514 0.98930 -0.15
H 0.79265 -3.34906 -4.43608 0.41
C 2.03141 2.54118 2.72819 -0.08
C -0.31744 2.05897 3.35386 -0.21
S -0.89120 -0.47611 -0.48461 0.03
```

Summary:
E_HOMO = -0.304 Eh
Multiplicity = 1
Energy relative to the best compared isomer or geometry (same formula, charge and spin) = 33.5 kcal/mol


No. 7
A gas-phase ion, C5H9N2S (charge +1), computed with ωB97M-V/def2-TZVPD.

Geometry as XYZ:
```
17
Properties=species:S:1:pos:R:3:nbo_charge:R:1
H 1.33701 1.47424 -2.19460 0.26
C -0.24011 -0.73157 -1.70483 -0.78
S 0.62939 0.34197 -0.45700 1.26
C -0.86027 -1.04854 1.81482 0.14
H -2.11281 0.57465 1.94165 0.46
N 0.40148 -1.33241 1.61232 -0.36
H 1.80847 2.45479 -0.61484 0.30
C -0.71869 0.89987 0.55486 -0.35
H -1.42110 -1.86511 2.23051 0.24
N -1.30771 0.11503 1.47935 -0.43
C 1.31519 1.60230 -1.14782 -0.97
H 2.28011 -0.65078 0.96587 0.23
H 0.14906 -1.75607 -1.76875 0.27
C 1.25206 -0.71463 0.96405 -0.07
H -0.28375 -0.34586 -2.72901 0.28
H -0.95662 1.87866 0.41811 0.24
H -1.27172 -0.89655 -1.36470 0.26
```

Summary:
Total charge = +1
E_HOMO (spin up / spin down) = -0.460 / -0.460 Eh
Multiplicity = 1
SMILES = C=[S@]1(C)=C[NH+]=CN=C1
Energy relative to the best compared isomer or geometry (same formula, charge and spin) = 141.8 kcal/mol


No. 8
9 unconnected molecules or ions with the total composition H18O9, computed with ωB97M-V/def2-TZVPD.

Geometry as XYZ:
```
27
Properties=species:S:1:pos:R:3:nbo_charge:R:1
O 0.35389 0.08345 0.74421 -0.96
O 2.14127 0.54495 -1.43982 -0.94
O 4.20308 2.96313 0.80100 -0.93
H -0.66380 0.76220 5.12996 0.47
O -2.17708 -1.63778 -3.50361 -0.91
H 1.32625 1.40622 3.14426 0.47
H 2.38749 0.50109 2.67841 0.45
H -2.91220 -3.10220 -0.25687 0.44
H -1.43815 -1.89146 -3.07396 0.44
H -2.37287 -1.71440 -0.91176 0.45
H 2.84031 0.54076 -0.71047 0.46
H 5.06615 3.12571 1.15802 0.47
H -0.27952 1.45836 3.84874 0.46
H -1.82525 1.98965 -3.45519 0.46
H -2.40028 0.64521 -4.01058 0.49
H 0.29306 -0.15030 -0.23018 0.49
H -1.15186 -1.12444 -1.64136 0.45
O 1.57271 0.39722 3.16887 -0.91
O -1.86048 1.10599 -3.30076 -0.95
O -1.69533 -1.01448 -0.88554 -0.90
H 1.24339 0.11125 1.09942 0.46
O -0.42552 1.61840 4.83530 -0.93
H -2.18688 -2.29635 -4.17946 0.47
O -3.22387 -3.58539 0.51957 -0.91
H 1.51451 1.22999 -1.26038 0.48
H -2.46378 -3.92353 0.93997 0.47
H 4.13475 1.95676 0.79220 0.45
```

Summary:
E_HOMO = -0.399 Eh
Multiplicity = 1
SMILES = O.O.O.O.O.O.O.O.O
Energy relative to the best compared isomer or geometry (same formula, charge and spin) = 112.1 kcal/mol


Across the entries above, total energy takes the values -815.29933 -1763.54240 -820.34456 -879.59940 -372.68392 -1500.91615 -703.14612 -687.84709 Eh, respectively.